Entry 1:
13
Properties=species:S:1:pos:R:3 method="wB97M-V/def2-TZVPD" total_charge=+1 e_lumo_ev=-5.30 multiplicity=1 relative_energy_kcal_mol=15.87
C -2.146 0.059 -0.676
N -1.755 0.271 0.511
H -3.175 0.254 -0.948
H -1.428 -0.320 -1.392
H -0.733 0.088 0.796
H -2.405 0.644 1.187
C 1.935 0.818 0.032
S 1.242 -0.400 1.193
S 1.709 -2.197 0.240
H 2.972 0.555 -0.153
H 1.867 1.808 0.478
H 1.403 0.791 -0.911
H 0.514 -2.373 -0.357

Entry 2:
14
Properties=species:S:1:pos:R:3 method="wB97M-V/def2-TZVPD" total_charge=-1 e_lumo_ev=3.18 multiplicity=1 relative_energy_kcal_mol=0.65
C 0.230 0.056 1.984
C -0.929 -0.200 1.023
S -0.485 -1.355 -0.329
N 1.433 0.582 1.320
H 0.528 -0.887 2.457
H -0.063 0.785 2.743
H -1.265 0.763 0.625
H -1.758 -0.655 1.570
H 1.322 1.582 1.187
H 1.432 0.169 0.385
S -0.280 -0.618 -4.355
S -0.270 0.956 -3.005
H 0.646 -1.358 -3.720
H -0.540 0.181 -1.883

Entry 3:
11
Properties=species:S:1:pos:R:3 method="wB97M-V/def2-TZVPD" smiles=CC.O total_charge=0 e_lumo_ev=0.91 multiplicity=1 relative_energy_kcal_mol=1.68
C -0.987 0.406 0.630
C 0.484 0.818 0.614
H -1.142 -0.324 -0.166
H -1.662 1.242 0.456
H -1.340 -0.074 1.543
H 0.686 1.726 1.186
H 1.150 0.104 1.098
H 0.720 0.972 -0.429
H 0.101 -1.448 -2.141
H 0.973 -1.912 -0.952
O 1.016 -1.512 -1.839

Entry 4:
11
Properties=species:S:1:pos:R:3 method="wB97M-V/def2-TZVPD" smiles=CC.O total_charge=0 e_lumo_ev=1.03 multiplicity=1 relative_energy_kcal_mol=1.33
C 0.362 0.127 2.282
C 0.544 1.274 1.281
H -0.540 0.236 2.894
H 1.233 -0.012 2.910
H 0.239 -0.813 1.740
H 0.882 2.206 1.731
H 1.171 0.929 0.470
H -0.431 1.488 0.845
H -1.263 -2.580 -4.750
H -1.406 -1.090 -4.855
O -0.790 -1.764 -4.548

Entry 5:
12
Properties=species:S:1:pos:R:3 method="wB97M-V/def2-TZVPD" total_charge=-1 e_lumo_ev="3.72 / 3.67" multiplicity=2 relative_energy_kcal_mol=3.28
C 1.975 2.835 -0.318
C 1.051 2.195 0.378
H 2.956 2.458 -0.586
H 1.831 3.823 -0.743
H 1.205 1.162 0.670
H 0.153 2.673 0.748
H -3.200 -1.883 -0.818
H -1.917 -1.121 -1.053
O -2.265 -2.048 -1.026
H 0.012 -2.914 1.035
H -1.332 -3.421 0.698
O -0.471 -3.758 1.016

Entry 6:
12
Properties=species:S:1:pos:R:3 method="wB97M-V/def2-TZVPD" smiles=CO.CO total_charge=0 e_lumo_ev=0.73 multiplicity=1 relative_energy_kcal_mol=37.30
C 0.739 -1.623 -1.435
O 0.558 -1.739 -0.048
H 0.218 -0.830 0.214
H 0.312 -0.608 -1.730
H 1.944 -1.605 -1.541
H 0.246 -2.563 -1.974
C -0.353 1.598 1.289
O -1.275 1.090 0.237
H -2.192 1.400 0.397
H -0.817 1.393 2.282
H 0.122 2.520 0.990
H 0.500 0.966 1.319

Entry 7:
12
Properties=species:S:1:pos:R:3 method="wB97M-V/def2-TZVPD" smiles=CO.CO total_charge=0 e_lumo_ev=0.96 multiplicity=1 relative_energy_kcal_mol=19.72
C 0.051 0.881 1.997
O -0.879 0.130 1.211
H -0.375 1.082 2.985
H 0.349 1.808 1.514
H 0.937 0.260 2.084
H -1.551 0.745 0.885
C 0.325 -0.974 -1.428
O -0.226 -0.036 -2.392
H 0.996 -1.666 -1.951
H -0.503 -1.392 -0.882
H 0.979 -0.413 -0.764
H -0.103 -0.426 -3.259

Entry 8:
12
Properties=species:S:1:pos:R:3 method="wB97M-V/def2-TZVPD" smiles="C=C.O.O" total_charge=0 e_lumo_ev=0.52 multiplicity=1 relative_energy_kcal_mol=27.40
C -1.008 -2.679 -0.777
C 0.254 -2.356 -1.058
H -1.369 -3.567 -0.311
H -1.870 -2.146 -1.147
H 1.032 -2.780 -0.422
H 0.598 -1.785 -1.908
H -0.792 2.109 -0.261
H -0.628 3.456 0.446
O -0.151 2.806 -0.087
H 0.551 2.318 1.763
H 1.982 2.544 1.585
O 1.399 2.079 2.175

Calculated max |F|, 0.0118; 0.0097; 0.0155; 0.0193; 0.0155; 0.0552; 0.0301; 0.0301 Eh/bohr (same order as the records).
Calculated energy, -25356.848; -36200.799; -4251.029; -4251.044; -6296.820; -6296.793; -6297.555; -6297.222 eV (same order as the records).